Version P
A 2-piece molecular cluster, C3H5F2NO2 overall. Source: OMol25; level of theory: the ωB97M-V functional and the def2-TZVPD basis.

As for the lowest unoccupied orbital energy (spin up / spin down): 0.0097 / -0.0053 Ha.

Positions of all 13 atoms, in Å:
C -0.68 -0.59 -0.51
C 0.19 1.62 -0.37
C 0.40 -1.39 0.13
N 0.31 -1.41 1.41
O -0.75 -0.77 -1.88
O -1.71 -0.36 0.07
F 0.59 1.89 -1.67
F 1.40 -1.89 -0.55
H 0.98 1.40 0.25
H -0.52 2.40 -0.17
H 0.14 -0.93 -2.19
H -0.48 -0.83 1.85
H 1.03 -1.80 1.93


Version Q
A 2-piece molecular cluster, C3H5F2NO2 overall. Source: OMol25; level of theory: the ωB97M-V functional and the def2-TZVPD basis.

As for the lowest unoccupied orbital energy: -0.0530 Ha.

Positions of all 13 atoms, in Å:
C -1.23 -0.60 -0.60
C 0.17 -0.20 -0.92
C 0.54 0.73 0.14
N 0.52 0.27 1.52
O 0.47 -0.92 1.72
O 0.59 1.16 2.25
F 0.23 1.94 0.07
F 2.53 0.64 0.39
H -1.86 0.26 -0.45
H -1.29 -1.39 0.22
H -1.65 -0.89 -1.53
H 0.24 0.15 -1.96
H 0.73 -1.15 -0.86


Which structure loses on stability? version Q does.


Version P
One molecule with the formula C9H8N4. Source: OMol25; level of theory: the ωB97M-V functional and the def2-TZVPD basis.

As for the structure (SMILES): Nc1ccnc(-c2ccncc2)n1. As for the lowest unoccupied orbital energy: 0.0081 Ha.

Positions of all 21 atoms, in Å:
C -2.40 -0.56 -0.04
C -2.98 0.71 0.00
C -2.07 1.76 -0.01
C -0.28 0.35 -0.03
C 1.19 0.13 0.02
C 1.68 -1.16 0.05
C 3.08 -1.33 0.01
C 3.47 0.91 -0.07
C 2.10 1.20 0.00
H -4.14 -1.58 0.20
H -2.65 -2.49 0.05
H -4.04 0.84 0.02
H -2.33 2.78 -0.04
H 0.96 -1.98 0.16
H 3.51 -2.35 0.09
H 4.24 1.67 -0.16
H 1.68 2.21 0.11
N -3.18 -1.68 -0.15
N -0.74 1.61 -0.05
N -1.05 -0.71 -0.04
N 3.96 -0.33 -0.13


Version Q
One molecule with the formula C9H8N4. Source: OMol25; level of theory: the ωB97M-V functional and the def2-TZVPD basis.

As for the structure (SMILES): Nc1ccnc(-c2ccncc2)n1. As for the lowest unoccupied orbital energy: 0.0037 Ha.

Positions of all 21 atoms, in Å:
C -1.77 0.30 -1.65
C -2.22 -1.02 -1.73
C -1.66 -1.90 -0.91
C -0.27 -0.26 -0.08
C 0.87 0.05 0.73
C 1.48 1.30 0.71
C 2.54 1.56 1.65
C 2.35 -0.51 2.57
C 1.41 -0.91 1.62
H -2.99 0.94 -3.14
H -1.75 2.06 -2.64
H -2.99 -1.32 -2.49
H -2.03 -2.90 -0.79
H 1.10 2.16 0.22
H 3.03 2.54 1.65
H 2.68 -1.23 3.37
H 1.03 -1.94 1.68
N -2.33 1.23 -2.44
N -0.67 -1.52 -0.05
N -0.77 0.70 -0.87
N 2.97 0.66 2.58


Which structure loses on stability? version Q does.


Version P
A 2-piece molecular cluster, C3H5FO2 overall. Source: OMol25; level of theory: the ωB97M-V functional and the def2-TZVPD basis.

As for the structure (SMILES): C=CF.O=CO. As for the lowest unoccupied orbital energy: 0.0187 Ha.

Positions of all 11 atoms, in Å:
C 1.29 -0.02 0.90
C -2.11 0.49 -1.41
C 2.53 -0.50 0.91
O -1.00 0.81 -1.21
O -3.01 0.00 -0.51
F 3.21 -0.70 -0.23
H 0.56 0.12 1.74
H -2.51 0.70 -2.43
H 0.74 0.28 -0.01
H 3.14 -0.87 1.82
H -2.84 -0.30 0.44


Version Q
One molecule with the formula C3H5FO2. Source: OMol25; level of theory: the ωB97M-V functional and the def2-TZVPD basis.

As for the structure (SMILES): O=C[C@@H](O)CF. As for the lowest unoccupied orbital energy: -0.0035 Ha.

Positions of all 11 atoms, in Å:
C -0.28 -0.02 -0.32
C -0.23 -1.36 0.29
C 0.15 1.30 0.51
H 1.35 0.66 -1.29
H -1.33 0.34 -0.70
H -0.15 -2.23 -0.46
H 0.65 -1.13 1.02
H -0.20 1.85 1.51
O 0.45 0.03 -1.44
O 1.09 1.94 -0.15
F -1.51 -1.38 1.02


Version R
A 2-piece molecular cluster, C3H5FO2 overall. Source: OMol25; level of theory: the ωB97M-V functional and the def2-TZVPD basis.

As for the lowest unoccupied orbital energy: -0.0313 Ha.

Positions of all 11 atoms, in Å:
C 0.24 0.24 0.85
C -0.45 -0.83 0.03
C 0.55 0.12 -0.56
H -1.40 0.97 1.48
H 1.05 0.11 1.56
H -1.53 -0.42 -0.13
H -1.05 -2.45 -1.09
H 1.42 -0.53 -0.58
O -0.42 1.43 1.15
O -0.13 -2.16 -0.02
F 0.43 1.22 -1.35


Which structure loses on stability? version R does.


Version P
An isolated ion of composition C7H11N2S and charge +1. Source: OMol25; level of theory: the ωB97M-V functional and the def2-TZVPD basis.

As for the lowest unoccupied orbital energy: -0.1201 Ha. Its total charge is +1.

Positions of all 21 atoms, in Å:
C 2.71 -0.38 -0.96
C 1.41 0.00 -1.00
C 2.12 0.50 1.00
C -2.50 -0.64 0.01
C -1.11 -1.00 0.47
C -2.43 0.74 -0.77
C -0.17 0.85 0.70
N 3.14 -0.03 0.32
N 1.07 0.52 0.24
S -1.32 1.93 -0.01
H 3.29 -1.05 -1.56
H 0.57 -0.22 -1.63
H 2.35 0.88 1.99
H -2.60 -1.33 -0.78
H -3.26 -0.71 0.78
H -0.93 -1.47 1.41
H -0.38 -1.31 -0.19
H -2.42 0.43 -1.68
H -3.43 1.19 -0.71
H -0.21 1.11 1.80
H 4.09 -0.02 0.59


Version Q
An isolated ion of composition C7H11N2S and charge +1. Source: OMol25; level of theory: the ωB97M-V functional and the def2-TZVPD basis.

As for the lowest unoccupied orbital energy: -0.1124 Ha. Its total charge is +1.

Positions of all 21 atoms, in Å:
C -1.03 -2.02 -1.02
C -0.38 -2.93 -0.24
C 0.28 -0.94 0.35
C -0.92 0.55 -1.06
C 0.77 1.02 0.73
C 0.26 1.44 -0.63
C 0.01 1.45 1.93
N -0.60 -0.79 -0.63
N 0.44 -2.23 0.61
S 1.59 1.26 -1.92
H -1.76 -2.17 -1.80
H -0.43 -4.00 -0.24
H -1.85 0.88 -0.59
H -1.05 0.57 -2.15
H 1.85 0.97 0.83
H -0.05 2.48 -0.62
H 0.35 0.94 2.82
H -1.06 1.32 1.82
H 0.21 2.52 2.08
H 1.06 -2.63 1.29
H 2.29 2.33 -1.56


Which structure loses on stability? version P does.


Version P
C6H6NO3S as an isolated structure. Source: OMol25; level of theory: the ωB97M-V functional and the def2-TZVPD basis.

As for the lowest unoccupied orbital energy: 0.1269 Ha. Its total charge is -1.

Positions of all 17 atoms, in Å:
C -1.13 -1.51 0.70
C -0.55 0.36 -2.23
C 0.08 -0.70 0.43
C 0.52 0.51 1.26
C -0.87 -0.06 -0.65
C 1.77 1.00 0.61
N -1.85 -0.89 -0.34
O -1.54 0.39 -2.92
O -1.45 -2.37 1.48
O 0.62 0.59 -2.34
S -0.80 1.69 0.90
H 0.98 -1.37 0.17
H 0.62 0.35 2.33
H 1.63 0.92 -0.43
H 2.39 0.11 0.81
H 2.33 1.88 1.11
H -2.75 -0.91 -0.91


Version Q
C6H6NO3S as an isolated structure. Source: OMol25; level of theory: the ωB97M-V functional and the def2-TZVPD basis.

As for the lowest unoccupied orbital energy (spin up / spin down): 0.1035 / 0.1035 Ha. Its total charge is -1.

Positions of all 17 atoms, in Å:
C -2.19 0.15 1.55
C -1.40 -3.07 -1.06
C -1.20 -0.57 0.97
C 0.10 0.10 1.28
C -1.41 -1.55 -1.31
C 0.79 1.14 0.37
N -1.27 -0.68 -2.17
O -1.47 -3.48 -2.19
O -3.35 0.40 1.52
O -1.37 -3.59 0.04
S -0.86 1.20 2.59
H -1.26 -1.63 0.79
H 0.82 -0.53 1.90
H 1.73 1.43 0.67
H 0.25 2.08 0.08
H 1.10 0.67 -0.72
H -0.84 -0.66 -3.07


Which structure loses on stability? version Q does.


Version P
CH2N2O2 as an isolated structure. Source: OMol25; level of theory: the ωB97M-V functional and the def2-TZVPD basis.

As for the lowest unoccupied orbital energy: -0.0180 Ha.

Positions of all 7 atoms, in Å:
C -0.35 0.19 1.34
N 0.56 -0.90 -0.98
N 0.00 0.19 -0.61
O 0.54 0.35 2.07
O 0.75 -1.23 -2.16
H -1.33 0.20 1.36
H -0.17 1.20 -1.03


Version Q
One molecule with the formula CH2N2O2. Source: OMol25; level of theory: the ωB97M-V functional and the def2-TZVPD basis.

As for the structure (SMILES): O=C1NN1O. As for the lowest unoccupied orbital energy: 0.0252 Ha.

Positions of all 7 atoms, in Å:
C 0.94 -0.15 -0.03
N 0.07 -1.17 -0.19
N -0.21 0.26 -0.66
O 1.93 0.23 0.45
O -0.93 1.12 0.16
H -0.15 -1.73 0.72
H -1.66 1.44 -0.45


Version R
CH2N2O2 as an isolated structure. Source: OMol25; level of theory: the ωB97M-V functional and the def2-TZVPD basis.

As for the lowest unoccupied orbital energy: -0.0072 Ha.

Positions of all 7 atoms, in Å:
C 0.26 1.11 0.07
N 0.39 -1.24 0.45
N -0.26 -0.21 -0.10
O 1.27 1.31 0.59
O -0.10 -2.34 0.28
H -0.19 1.94 -0.57
H -1.37 -0.56 -0.72


Version S
A 2-piece molecular cluster, CH2N2O2 overall. Source: OMol25; level of theory: the ωB97M-V functional and the def2-TZVPD basis.

As for the structure (SMILES): O=NO.C#N. As for the lowest unoccupied orbital energy: 0.0128 Ha.

Positions of all 7 atoms, in Å:
C 1.15 1.10 0.23
N 1.36 0.02 -0.04
N -1.64 -0.60 -0.25
O -0.71 -1.51 -0.64
O -1.24 0.23 0.53
H 0.84 2.20 0.51
H 0.23 -1.45 -0.33


Which structure loses on stability? version P does.


Version P
One molecule with the formula CH2N2O2. Source: OMol25; level of theory: the ωB97M-V functional and the def2-TZVPD basis.

As for the structure (SMILES): O=C1NN1O. As for the lowest unoccupied orbital energy: 0.0301 Ha.

Positions of all 7 atoms, in Å:
C -0.85 0.65 0.37
N -0.87 -0.57 -0.03
N 0.57 -0.19 0.48
O -1.28 1.71 0.60
O 1.44 0.02 -0.59
H -1.37 -1.35 -0.39
H 2.36 -0.28 -0.44


Version Q
One molecule with the formula CH2N2O2. Source: OMol25; level of theory: the ωB97M-V functional and the def2-TZVPD basis.

As for the structure (SMILES): O=C1NN1O. As for the lowest unoccupied orbital energy: 0.0166 Ha.

Positions of all 7 atoms, in Å:
C -0.95 -0.10 0.19
N -0.04 -1.24 0.21
N 0.33 0.09 0.84
O -2.00 0.27 -0.18
O 1.24 0.86 0.15
H 0.57 -1.31 -0.67
H 0.85 1.43 -0.54


Which structure loses on stability? version P does.


Version P
A 2-piece molecular cluster, C5H5BrN2O4S overall. Source: OMol25; level of theory: the ωB97M-V functional and the def2-TZVPD basis.

As for the lowest unoccupied orbital energy (spin up / spin down): -0.0948 / -0.1513 Ha.

Positions of all 18 atoms, in Å:
C 0.19 -0.39 0.24
C -0.54 0.70 0.66
C -1.49 1.26 -0.34
C -0.20 -0.75 -1.07
C 1.24 -1.12 0.98
N -0.50 1.35 1.92
N 0.27 -1.79 -1.89
O 0.22 0.91 2.79
O -0.28 -1.86 -2.98
O -1.23 2.32 2.04
O 1.15 -2.52 -1.48
S -1.41 0.21 -1.80
Br 1.79 2.03 -1.95
H -2.52 1.31 0.04
H -1.21 2.28 -0.62
H 0.96 -2.17 1.10
H 1.41 -0.67 1.96
H 2.16 -1.12 0.40


Version Q
One molecule with the formula C5H5BrN2O4S. Source: OMol25; level of theory: the ωB97M-V functional and the def2-TZVPD basis.

As for the structure (SMILES): CC1=C([N+](=O)[O-])CS[C@]1(Br)[N+](=O)[O-]. As for the lowest unoccupied orbital energy: -0.0728 Ha.

Positions of all 18 atoms, in Å:
C 0.10 0.54 -0.17
C 0.90 -0.49 0.25
C 0.36 -1.58 1.11
C -1.25 0.52 0.37
C 0.39 1.74 -1.05
N 2.30 -0.57 0.00
N -2.30 -0.26 -0.34
O 2.80 0.30 -0.72
O 2.94 -1.47 0.55
O -3.42 0.00 0.03
O -2.05 -1.12 -1.17
S -1.08 -1.09 1.94
Br -2.19 2.08 0.98
H 0.14 -2.50 0.47
H 1.06 -1.73 1.88
H 1.51 1.88 -1.09
H -0.39 2.53 -1.04
H 0.19 1.23 -2.01


Version R
One molecule with the formula C5H5BrN2O4S. Source: OMol25; level of theory: the ωB97M-V functional and the def2-TZVPD basis.

As for the lowest unoccupied orbital energy: -0.0577 Ha.

Positions of all 18 atoms, in Å:
C -0.69 0.62 0.12
C 0.73 0.23 0.28
C 1.15 -0.87 1.16
C -1.63 -0.36 0.06
C -0.86 2.03 -0.33
N 1.66 0.53 -0.58
N -1.43 -1.64 0.39
O 1.83 1.44 -1.31
O -2.32 -2.47 0.38
O 2.67 -0.50 -0.61
O 0.94 -2.33 -1.05
S 1.95 -1.98 -0.09
Br -3.45 0.15 -0.46
H 2.11 -0.60 1.88
H 0.30 -1.26 1.69
H -1.85 2.31 0.07
H -1.05 1.93 -1.46
H -0.07 2.76 -0.14


Which structure loses on stability? version Q does.


Version P
A 2-piece molecular cluster, C2H8S2 overall. Source: OMol25; level of theory: the ωB97M-V functional and the def2-TZVPD basis.

As for the structure (SMILES): CSC.S. As for the lowest unoccupied orbital energy: 0.0303 Ha.

Positions of all 12 atoms, in Å:
S -1.92 2.75 -0.28
H -1.07 1.76 -0.51
H -1.43 3.69 -1.13
C 1.09 -1.18 -1.03
S 1.48 -0.40 0.54
C -0.07 -0.62 1.45
H 1.25 -0.53 -1.89
H 1.76 -2.03 -1.13
H 0.05 -1.51 -1.05
H 0.08 -0.15 2.42
H -0.32 -1.67 1.60
H -0.92 -0.10 1.01


Version Q
A 2-piece molecular cluster, C2H8S2 overall. Source: OMol25; level of theory: the ωB97M-V functional and the def2-TZVPD basis.

As for the structure (SMILES): CS.CS. As for the lowest unoccupied orbital energy: 0.0268 Ha.

Positions of all 12 atoms, in Å:
C -0.58 3.67 -0.58
S -1.52 2.74 0.76
H -1.29 4.37 -1.10
H 0.27 4.22 0.03
H -0.01 3.17 -1.41
H -1.32 1.58 0.24
C 0.46 -4.00 -0.42
S 1.55 -2.54 -0.20
H 1.20 -4.79 -0.70
H -0.28 -4.19 0.42
H -0.07 -3.67 -1.45
H 1.79 -1.92 1.07


Which structure loses on stability? version Q does.


Version P
A 2-piece molecular cluster, C8H17N3O2 overall. Source: OMol25; level of theory: the ωB97M-V functional and the def2-TZVPD basis.

As for the lowest unoccupied orbital energy: -0.0071 Ha.

Positions of all 30 atoms, in Å:
C 1.63 0.31 1.08
C 1.31 1.13 2.03
C 2.48 1.98 2.86
C -0.01 1.61 2.44
C -0.29 -1.92 1.88
C 0.80 1.43 -1.61
C -1.44 -1.57 -3.80
C 0.39 -0.29 0.07
N -0.46 -1.19 0.63
N 0.02 0.34 -0.95
N -2.02 -1.49 -2.43
O 3.59 1.77 2.47
O 1.96 2.68 3.68
H 2.70 0.00 1.06
H 0.01 2.69 2.75
H -0.77 1.63 1.62
H -0.63 1.04 3.21
H -1.41 -2.06 2.32
H 0.25 -2.92 1.70
H 0.37 -1.31 2.55
H 0.40 2.22 -1.12
H 1.86 1.38 -1.49
H 0.54 1.54 -2.65
H -2.10 -1.98 -4.66
H -1.16 -0.54 -4.25
H -0.46 -2.20 -3.61
H -1.34 -1.34 0.25
H -0.97 0.12 -1.26
H -2.70 -0.73 -2.39
H -2.54 -2.33 -2.35


Version Q
One molecule with the formula C8H17N3O2. Source: OMol25; level of theory: the ωB97M-V functional and the def2-TZVPD basis.

As for the structure (SMILES): [H]/N=C\N(C)CCCN(C)CC(=O)O. As for the lowest unoccupied orbital energy: 0.0200 Ha.

Positions of all 30 atoms, in Å:
C -1.19 2.78 -1.61
C 1.50 -0.79 0.43
C 0.46 -1.78 -0.08
C 1.59 0.53 -0.41
C -1.70 -0.93 -0.82
C -1.30 -1.45 1.49
C -0.05 1.87 0.97
C 0.12 2.09 -1.50
N -0.83 -1.25 0.16
N -1.51 -0.91 -2.09
N 0.19 1.27 -0.30
O -1.43 3.93 -1.46
O -2.22 1.93 -2.00
H 1.40 -0.50 1.42
H 2.42 -1.23 0.33
H 0.57 -2.03 -1.06
H 0.57 -2.78 0.47
H 2.39 1.08 0.13
H 1.85 0.15 -1.36
H -2.71 -0.65 -0.48
H -1.70 -2.49 1.79
H -0.49 -1.38 2.25
H -2.05 -0.65 1.70
H -0.21 1.07 1.73
H 0.84 2.49 1.23
H -0.92 2.59 1.12
H 0.94 2.72 -1.71
H 0.39 1.23 -2.33
H -1.89 1.04 -1.99
H -0.53 -0.94 -2.41


Which structure loses on stability? version P does.